No. 1
Computed, not measured: one molecule with the formula C23H19FN2O4, with wB97M-V/def2-TZVPD.

The calculated total energy comes out at -38047.221 eV. The HOMO-LUMO gap comes out at 8.390 eV. The LUMO energy is 0.64 eV. The HOMO energy comes out at -7.7 eV. As for the SMILES: COC(=O)c1cc2c(ccn2-c2ccc(F)cc2)n1Cc1ccc(OC(C)=O)cc1. As for the energy above the lowest of the compared OMol25 structures with the same formula, charge and spin: 35.2 kcal per mole.

Geometry as ORCA input:
```
! wB97M-V def2-TZVPD RIJCOSX def2/J DEFGRID3
* xyz 0 1
C 2.77 4.34 2.12
O 1.75 3.41 1.76
C 1.57 3.24 0.43
O 2.23 3.84 -0.39
C 0.53 2.29 0.07
C 0.19 2.04 -1.27
C -0.82 1.08 -1.24
C -1.07 0.78 0.11
C -2.11 -0.18 0.15
C -2.45 -0.40 -1.15
N -1.68 0.35 -2.01
C -1.77 0.35 -3.40
C -0.64 0.65 -4.17
C -0.71 0.66 -5.55
C -1.91 0.35 -6.16
F -1.98 0.36 -7.51
C -3.04 0.05 -5.43
C -2.97 0.05 -4.05
N -0.26 1.52 0.90
C -0.24 1.38 2.34
C 0.10 -0.03 2.74
C 1.19 -0.67 2.16
C 1.51 -1.97 2.50
C 0.74 -2.64 3.44
O 0.97 -3.96 3.81
C 2.21 -4.44 4.00
C 2.15 -5.89 4.37
O 3.22 -3.79 3.90
C -0.35 -2.01 4.03
C -0.67 -0.72 3.67
H 3.73 4.02 1.71
H 2.53 5.32 1.72
H 2.79 4.35 3.20
H 0.65 2.54 -2.10
H -2.54 -0.65 1.02
H -3.18 -1.09 -1.53
H 0.29 0.86 -3.67
H 0.16 0.88 -6.15
H -3.97 -0.18 -5.93
H -3.85 -0.16 -3.47
H 0.49 2.08 2.75
H -1.23 1.65 2.73
H 1.79 -0.15 1.43
H 2.36 -2.46 2.05
H 1.73 -5.98 5.37
H 1.49 -6.42 3.68
H 3.14 -6.32 4.35
H -0.95 -2.55 4.75
H -1.52 -0.23 4.12
*
```

Here are the natural (NBO) charges for atoms 1 to 2, given in e: number 1, C, carries -0.257; number 2, O, carries -0.527



No. 2
Computed, not measured: one molecule with the formula C23H19N5O4S, with wB97M-V/def2-TZVPD.

The calculated total energy comes out at -50635.417 eV. The HOMO-LUMO gap comes out at 8.276 eV. The LUMO energy is 0.50 eV. The HOMO energy comes out at -7.8 eV. As for the SMILES: COc1cccc(-n2c(SCC(=O)Nc3cc(C)on3)nc3c([nH]c4ccccc43)c2=O)c1.

Geometry as ORCA input:
```
! wB97M-V def2-TZVPD RIJCOSX def2/J DEFGRID3
* xyz 0 1
C -7.74 -0.62 -0.55
O -6.39 -0.86 -0.87
C -5.43 -0.26 -0.12
C -5.66 0.60 0.94
C -4.60 1.16 1.63
C -3.29 0.86 1.29
C -3.06 0.00 0.22
N -1.72 -0.34 -0.14
C -0.96 0.56 -0.81
S -1.69 2.12 -1.16
C -0.14 3.05 -1.40
C 0.85 2.66 -0.31
O 0.52 2.45 0.84
N 2.14 2.61 -0.75
C 3.18 2.03 -0.06
C 3.18 1.34 1.18
C 4.47 0.92 1.31
C 5.14 0.10 2.35
O 5.18 1.33 0.26
N 4.38 2.02 -0.59
N 0.26 0.39 -1.19
C 0.84 -0.78 -0.79
C 0.15 -1.73 -0.04
N 1.00 -2.76 0.27
C 2.23 -2.50 -0.26
C 3.41 -3.23 -0.19
C 4.52 -2.72 -0.83
C 4.46 -1.52 -1.55
C 3.30 -0.79 -1.63
C 2.17 -1.26 -0.96
C -1.22 -1.57 0.32
O -1.92 -2.35 0.94
C -4.11 -0.57 -0.48
H -8.32 -1.20 -1.27
H -7.98 -0.95 0.46
H -7.99 0.44 -0.66
H -6.67 0.85 1.24
H -4.79 1.82 2.46
H -2.46 1.29 1.82
H -0.42 4.10 -1.30
H 0.24 2.85 -2.40
H 2.35 2.85 -1.70
H 2.34 1.20 1.83
H 4.56 0.11 3.26
H 5.24 -0.93 2.00
H 6.14 0.49 2.54
H 0.73 -3.57 0.81
H 3.44 -4.16 0.35
H 5.45 -3.26 -0.79
H 5.35 -1.16 -2.04
H 3.26 0.13 -2.19
H -3.93 -1.25 -1.29
*
```

Here are the natural (NBO) charges for atoms 1 to 2, given in e: number 1, C, carries -0.254; number 2, O, carries -0.505



No. 3
Computed, not measured: C23H19N6O5RhS2 as an isolated structure, with wB97M-V/def2-TZVPD.

The calculated total energy comes out at -68014.635 eV. The HOMO-LUMO gap (spin up / spin down) comes out at 4.605 / 4.606 eV. The LUMO energy (spin up / spin down) is -1.76 / -1.76 eV. The HOMO energy (spin up / spin down) comes out at -6.4 / -6.4 eV. As for the energy above the lowest of the compared OMol25 structures with the same formula, charge and spin: 45.7 kcal per mole.

Geometry as ORCA input:
```
! wB97M-V def2-TZVPD RIJCOSX def2/J DEFGRID3
* xyz 0 1
Rh 0.05 -1.03 1.16
O -2.79 1.73 0.19
C -1.88 1.07 0.66
N -1.88 -0.28 0.95
C -3.13 -0.88 1.08
O -4.13 -0.36 1.52
C -3.24 -2.25 0.48
C -4.34 -2.55 -0.28
C -4.28 -3.57 -1.21
C -3.05 -4.21 -1.43
C -1.99 -3.93 -0.63
N -2.16 -3.07 0.42
C -0.56 1.72 0.96
C -0.40 3.09 0.80
C 0.83 3.65 1.12
C 1.84 2.82 1.58
C 1.61 1.46 1.69
N 0.43 0.93 1.38
H -5.20 -1.90 -0.19
H -5.14 -3.81 -1.83
H -2.93 -4.92 -2.24
H -1.01 -4.38 -0.71
H -1.23 3.66 0.43
H 1.00 4.70 0.99
H 2.82 3.21 1.84
H 2.38 0.77 2.01
N 1.30 5.48 -1.42
C 1.32 4.11 -1.71
C 0.17 3.45 -2.12
C 0.17 2.09 -2.34
C 1.34 1.37 -2.13
C 2.51 2.01 -1.74
C 2.50 3.38 -1.53
S 1.35 -0.37 -2.34
O 0.08 -0.74 -2.92
O 2.58 -0.78 -2.98
N 1.33 -0.75 -0.80
C 2.34 -1.33 -0.12
S 3.79 -2.12 -0.67
C 4.09 -2.66 0.96
C 3.10 -2.27 1.78
N 2.11 -1.49 1.19
H 0.57 5.99 -1.89
H 2.19 5.94 -1.50
H -0.75 4.02 -2.27
H -0.72 1.57 -2.65
H 3.42 1.44 -1.60
H 3.40 3.88 -1.21
H 4.97 -3.22 1.21
H 3.04 -2.50 2.83
C -1.59 -2.98 2.90
C -1.16 -3.01 1.44
O 0.00 -3.19 1.09
H -1.46 -3.99 3.29
H -2.64 -2.69 3.02
H -0.96 -2.31 3.47
*
```

Here are the natural (NBO) charges for atoms 1 to 2, given in e: number 1, Rh, carries 0.610; number 2, O, carries -0.578



No. 4
Computed, not measured: C23H20AuIN5O as an isolated structure, with wB97M-V/def2-TZVPD.

The calculated total energy comes out at -45458.092 eV. The HOMO-LUMO gap comes out at 6.576 eV. The LUMO energy is -4.27 eV. The HOMO energy comes out at -10.8 eV. As for the energy above the lowest of the compared OMol25 structures with the same formula, charge and spin: 13.2 kcal per mole.

Geometry as ORCA input:
```
! wB97M-V def2-TZVPD RIJCOSX def2/J DEFGRID3
* xyz 1 1
Au -0.15 -0.46 0.18
C -0.96 3.80 -0.04
C -1.08 2.31 -0.01
N -0.03 1.56 0.11
N 1.20 2.11 0.16
C 2.18 1.28 -0.21
O 2.04 0.08 -0.59
C 3.55 1.86 -0.16
C 3.78 3.17 0.25
C 5.07 3.68 0.29
C 6.14 2.87 -0.08
C 5.92 1.56 -0.49
C 4.63 1.06 -0.53
C -2.42 1.69 -0.18
C -3.58 2.46 -0.11
C -4.80 1.84 -0.31
C -4.84 0.48 -0.56
C -3.64 -0.21 -0.61
N -2.47 0.38 -0.44
H 0.07 4.10 0.09
H -1.57 4.24 0.75
H -1.33 4.19 -0.99
H 2.94 3.79 0.53
H 5.24 4.70 0.60
H 7.15 3.27 -0.05
H 6.75 0.94 -0.77
H 4.44 0.04 -0.85
H -3.53 3.52 0.09
H -5.71 2.42 -0.27
H -5.78 -0.03 -0.72
H -3.62 -1.28 -0.80
I -0.54 -6.38 1.96
C -0.12 -4.65 0.93
C 0.70 -4.51 -0.18
N 0.68 -3.21 -0.52
N -0.11 -2.51 0.31
C -0.60 -3.37 1.20
H 1.29 -5.23 -0.73
H 1.21 -2.75 -1.24
H -1.26 -3.03 1.98
C 0.21 -0.16 4.95
C -0.92 0.32 4.32
C -1.05 0.25 2.94
C -0.01 -0.32 2.23
C 1.14 -0.81 2.82
C 1.24 -0.72 4.20
H 0.30 -0.10 6.02
H -1.72 0.76 4.90
H -1.94 0.63 2.44
H 1.95 -1.22 2.23
H 2.14 -1.09 4.69
*
```

Here are the natural (NBO) charges for atoms 1 to 2, given in e: number 1, Au, carries 1.253; number 2, C, carries -0.683



no.,maximum force (eV Å⁻¹)
1,1.07
2,1.34
3,2.93
4,0.48